{
  "formula": "C33H43N6PPbS3",
  "method": "ωB97M-V/def2-TZVPD",
  "symbols": ["Pb", "C", "C", "N", "C", "C", "C", "C", "C", "C", "C", "N", "C", "C", "N", "N", "H", "H", "H", "H", "H", "H", "H", "H", "H", "H", "H", "H", "H", "H", "H", "H", "H", "H", "S", "P", "S", "C", "C", "C", "C", "C", "C", "C", "C", "C", "C", "C", "C", "H", "H", "H", "H", "H", "H", "H", "H", "H", "H", "C", "C", "C", "C", "C", "C", "C", "H", "H", "H", "H", "H", "H", "H", "C", "N", "C", "S", "N", "C", "H", "H", "H", "H", "H", "H", "H", "H"],
  "positions_angstrom": [[-0.83, -0.28, 1.42], [-2.88, -1.79, 3.65], [-2.79, -2.88, 2.59], [-2.52, -2.30, 1.25], [-1.93, -3.29, 0.35], [-0.50, -3.58, 0.74], [0.12, -4.77, 0.41], [1.44, -4.96, 0.79], [2.09, -3.97, 1.50], [1.41, -2.80, 1.80], [2.11, -1.68, 2.53], [1.21, -0.60, 2.98], [0.71, -0.76, 4.36], [-0.53, -1.64, 4.43], [-1.64, -1.00, 3.71], [0.15, -2.62, 1.42], [-3.10, -2.27, 4.62], [-3.70, -1.12, 3.42], [-3.70, -3.48, 2.59], [-1.96, -3.54, 2.83], [-3.40, -1.97, 0.85], [-1.93, -2.88, -0.67], [-2.49, -4.23, 0.33], [-0.42, -5.53, -0.13], [1.95, -5.88, 0.54], [3.12, -4.10, 1.82], [2.85, -1.25, 1.86], [2.65, -2.10, 3.38], [1.72, 0.27, 2.93], [0.45, 0.24, 4.73], [1.48, -1.17, 5.01], [-0.79, -1.81, 5.48], [-0.32, -2.61, 3.98], [-1.85, -0.11, 4.17], [0.58, 1.97, -2.88], [1.01, -0.07, -2.82], [0.49, -1.07, -1.18], [2.81, 0.04, -3.00], [3.34, 0.56, -4.17], [4.72, 0.66, -4.31], [5.55, 0.23, -3.29], [5.02, -0.31, -2.13], [3.64, -0.40, -1.97], [0.39, -0.89, -4.31], [-0.13, -0.17, -5.38], [-0.56, -0.83, -6.52], [-0.46, -2.22, -6.59], [0.07, -2.94, -5.52], [0.49, -2.28, -4.38], [2.69, 0.88, -4.97], [5.14, 1.06, -5.23], [6.63, 0.31, -3.40], [5.68, -0.65, -1.34], [3.21, -0.83, -1.08], [-0.17, 0.92, -5.33], [-0.97, -0.27, -7.35], [-0.79, -2.74, -7.48], [0.15, -4.01, -5.58], [0.90, -2.83, -3.54], [-3.87, 1.61, 0.40], [-3.07, 1.82, -0.65], [-2.93, 0.85, -1.74], [-2.13, 1.06, -2.78], [-1.31, 2.29, -2.92], [-1.55, 3.31, -1.86], [-2.33, 3.07, -0.80], [-4.50, 0.72, 0.47], [-3.97, 2.34, 1.18], [-3.53, -0.05, -1.69], [-2.08, 0.34, -3.59], [-1.41, 2.72, -3.91], [-1.07, 4.27, -1.99], [-2.49, 3.84, -0.05], [-0.03, 5.97, 4.38], [-0.37, 4.55, 4.20], [-0.40, 3.80, 3.10], [-1.03, 2.21, 3.26], [0.02, 4.21, 1.90], [0.66, 5.46, 1.50], [-0.06, 6.17, 5.44], [-0.74, 6.62, 3.88], [0.98, 6.19, 4.03], [-0.75, 4.09, 5.00], [-0.12, 3.53, 1.18], [0.05, 6.33, 1.75], [0.79, 5.43, 0.43], [1.64, 5.57, 1.96]],
  "de_lowest_kcal_mol": 2.7,
  "lumo_energy_ev": -4.6,
  "total_charge": 2,
  "e_tot_ev": -90891.9171,
  "e_homo_ha": -0.472
}

---

{
  "formula": "C22H19BrO8",
  "method": "ωB97M-V/def2-TZVPD",
  "symbols": ["C", "H", "H", "H", "O", "C", "O", "C", "H", "H", "C", "C", "O", "O", "C", "C", "H", "H", "H", "C", "O", "C", "C", "O", "C", "C", "C", "C", "C", "O", "Br", "H", "C", "C", "C", "C", "C", "C", "H", "H", "O", "C", "H", "H", "H", "H", "H", "H", "H", "H"],
  "positions_angstrom": [[-7.99, -3.32, 2.14], [-8.69, -3.05, 1.37], [-7.93, -4.29, 2.27], [-8.07, -2.75, 2.94], [-6.75, -3.29, 1.29], [-6.57, -1.95, 1.09], [-7.37, -1.07, 1.32], [-5.15, -1.75, 0.32], [-4.46, -1.78, 1.17], [-4.91, -2.69, -0.19], [-4.99, -0.27, -0.32], [-3.58, -0.08, -0.65], [-2.53, -0.81, -0.01], [-3.26, 0.77, -1.51], [-1.92, 1.03, -1.84], [-1.88, 1.93, -2.81], [-2.14, 1.27, -3.76], [-0.81, 2.21, -3.01], [-2.32, 2.95, -2.83], [-1.14, -0.18, -1.87], [-1.63, -1.13, -2.75], [0.14, -0.17, -1.30], [1.07, -1.16, -1.76], [2.27, -1.37, -1.22], [2.84, -0.33, -0.76], [2.16, 0.56, -0.09], [0.74, 0.54, -0.52], [-0.06, 1.88, -0.11], [-1.56, 1.81, -0.36], [-2.24, 2.54, 0.15], [0.47, 3.07, 1.19], [2.45, 1.21, 0.51], [4.24, -0.73, -0.10], [4.97, 0.07, 0.51], [6.25, -0.16, 0.91], [6.89, -1.14, 0.67], [6.11, -2.29, -0.19], [4.78, -1.99, -0.13], [4.18, -2.72, -0.88], [6.37, -3.15, -0.15], [8.21, -1.59, 1.20], [8.62, -2.68, 1.05], [9.66, -2.69, 1.25], [8.19, -3.71, 1.34], [8.73, -2.91, -0.33], [7.05, 0.58, 1.39], [4.68, 1.06, 0.79], [0.89, -2.21, -2.45], [-5.33, 0.45, 0.13], [-5.56, -0.43, -1.25]],
  "lumo_energy_ev": -1.3,
  "e_tot_ev": -109523.9974,
  "e_homo_ha": -0.279
}

---

{
  "formula": "C49H111N11O9",
  "method": "ωB97M-V/def2-TZVPD",
  "symbols": ["C", "C", "C", "C", "C", "C", "C", "C", "C", "N", "O", "H", "H", "H", "H", "H", "H", "H", "H", "H", "H", "H", "H", "H", "H", "H", "H", "H", "H", "H", "C", "C", "C", "C", "C", "C", "C", "C", "C", "N", "O", "H", "H", "H", "H", "H", "H", "H", "H", "H", "H", "H", "H", "H", "H", "H", "H", "H", "H", "H", "C", "C", "C", "C", "C", "C", "C", "C", "C", "N", "O", "H", "H", "H", "H", "H", "H", "H", "H", "H", "H", "H", "H", "H", "H", "H", "H", "H", "H", "H", "C", "C", "C", "C", "C", "C", "C", "C", "C", "N", "O", "H", "H", "H", "H", "H", "H", "H", "H", "H", "H", "H", "H", "H", "H", "H", "H", "H", "H", "H", "C", "C", "C", "C", "C", "C", "C", "C", "C", "N", "O", "H", "H", "H", "H", "H", "H", "H", "H", "H", "H", "H", "H", "H", "H", "H", "H", "H", "H", "H", "N", "C", "N", "O", "H", "H", "H", "H", "N", "C", "N", "O", "H", "H", "H", "H", "N", "C", "N", "O", "H", "H", "H", "H", "C", "O", "H", "H", "H", "H"],
  "positions_angstrom": [[-2.38, -4.09, 4.80], [-2.30, -3.84, 3.29], [-3.08, -4.92, 2.54], [-2.98, -2.52, 2.99], [-2.12, -1.31, 3.50], [-0.74, -1.37, 2.96], [0.03, -2.69, 3.16], [1.17, -2.82, 2.15], [0.59, -2.84, 4.58], [-0.94, -3.75, 2.80], [-0.32, -5.01, 3.23], [-2.08, -3.23, 5.36], [-3.30, -4.58, 5.12], [-1.75, -4.95, 5.03], [-2.85, -4.86, 1.46], [-2.71, -5.92, 2.76], [-4.09, -4.90, 2.89], [-3.07, -2.46, 1.90], [-4.01, -2.60, 3.32], [-2.69, -0.40, 3.36], [-2.10, -1.31, 4.57], [-0.11, -0.53, 3.36], [-0.91, -1.21, 1.90], [1.97, -2.12, 2.39], [0.93, -2.73, 1.09], [1.68, -3.76, 2.24], [0.80, -3.91, 4.70], [-0.14, -2.58, 5.33], [1.52, -2.28, 4.71], [-0.32, -5.48, 2.38], [2.27, -0.77, -0.83], [3.48, -1.65, -0.97], [4.27, -1.61, 0.28], [3.04, -2.98, -1.46], [4.11, -3.95, -1.89], [4.59, -3.35, -3.20], [5.24, -1.88, -2.91], [6.58, -2.03, -2.19], [5.48, -1.22, -4.27], [4.19, -1.10, -2.19], [4.79, 0.19, -1.87], [1.51, -1.16, -1.53], [2.02, -0.88, 0.21], [2.51, 0.27, -1.07], [5.30, -2.01, 0.09], [4.34, -0.58, 0.71], [3.82, -2.28, 1.05], [2.36, -3.32, -0.63], [2.41, -2.76, -2.35], [4.90, -4.15, -1.16], [3.71, -4.95, -2.14], [3.78, -3.20, -3.94], [5.34, -4.00, -3.68], [7.29, -2.62, -2.76], [6.42, -2.56, -1.25], [7.00, -1.03, -1.94], [5.45, -1.96, -5.09], [6.53, -0.93, -4.27], [4.80, -0.39, -4.40], [5.55, 0.01, -1.29], [-0.31, -0.90, -6.47], [1.02, -0.74, -5.67], [0.75, -0.25, -4.28], [1.84, -2.03, -5.44], [2.42, -2.61, -6.65], [3.37, -1.58, -7.19], [2.67, -0.23, -7.57], [3.75, 0.78, -7.94], [1.70, -0.44, -8.70], [1.95, 0.22, -6.33], [1.32, 1.47, -6.51], [-1.14, -1.05, -5.78], [-0.46, 0.07, -6.95], [-0.28, -1.69, -7.22], [0.18, 0.68, -4.30], [0.14, -1.02, -3.79], [1.70, -0.10, -3.80], [2.62, -1.82, -4.70], [1.10, -2.68, -5.00], [3.00, -3.52, -6.53], [1.65, -2.92, -7.34], [3.85, -1.89, -8.09], [4.13, -1.43, -6.41], [4.33, 1.08, -7.07], [3.27, 1.64, -8.31], [4.36, 0.29, -8.67], [2.33, -0.75, -9.59], [1.17, 0.53, -8.87], [0.98, -1.23, -8.50], [1.59, 2.00, -5.76], [1.93, 4.61, 5.88], [0.58, 4.09, 5.17], [-0.24, 3.39, 6.23], [-0.18, 5.22, 4.57], [0.42, 5.84, 3.33], [0.59, 4.70, 2.31], [1.43, 3.56, 2.79], [1.25, 2.41, 1.83], [2.98, 3.79, 2.82], [0.88, 3.13, 4.09], [1.77, 2.17, 4.63], [2.69, 3.80, 5.87], [2.28, 5.52, 5.40], [1.68, 4.88, 6.95], [-1.12, 2.93, 5.75], [0.37, 2.70, 6.81], [-0.61, 4.15, 6.91], [-1.17, 4.82, 4.23], [-0.43, 6.05, 5.28], [-0.33, 6.47, 2.83], [1.31, 6.46, 3.46], [1.00, 5.00, 1.34], [-0.44, 4.27, 2.18], [2.06, 2.52, 1.07], [0.24, 2.36, 1.40], [1.46, 1.47, 2.36], [3.19, 4.54, 3.56], [3.38, 4.23, 1.87], [3.41, 2.81, 3.09], [1.14, 1.52, 4.97], [-6.14, 2.17, 0.80], [-5.24, 1.32, 1.77], [-5.72, -0.13, 1.57], [-3.74, 1.52, 1.36], [-3.14, 2.77, 1.91], [-3.40, 2.81, 3.43], [-4.88, 2.70, 3.86], [-4.82, 2.55, 5.37], [-5.61, 4.03, 3.60], [-5.41, 1.54, 3.25], [-6.80, 1.38, 3.52], [-7.18, 1.96, 1.06], [-5.90, 3.23, 0.77], [-5.94, 1.79, -0.18], [-6.04, -0.28, 0.57], [-4.97, -0.85, 1.72], [-6.58, -0.30, 2.22], [-3.13, 0.77, 1.86], [-3.61, 1.33, 0.33], [-2.11, 2.77, 1.72], [-3.54, 3.66, 1.44], [-3.08, 3.72, 3.92], [-2.82, 2.00, 3.88], [-4.28, 1.61, 5.66], [-5.82, 2.63, 5.78], [-4.23, 3.37, 5.79], [-6.69, 3.91, 3.76], [-5.47, 4.31, 2.57], [-5.24, 4.91, 4.11], [-7.23, 2.16, 3.16], [0.04, -4.56, -1.27], [-0.78, -3.48, -1.17], [-1.37, -3.11, -0.05], [-0.96, -2.77, -2.20], [0.66, -4.80, -0.49], [0.67, -4.36, -2.05], [-2.18, -2.52, -0.14], [-1.21, -3.56, 0.84], [-4.08, -1.76, -1.18], [-3.90, -0.85, -2.22], [-3.39, -1.28, -3.39], [-4.29, 0.30, -2.02], [-4.71, -1.43, -0.51], [-4.23, -2.72, -1.42], [-3.01, -0.62, -4.05], [-2.63, -1.98, -3.34], [-0.36, 3.53, -1.19], [1.06, 3.64, -1.58], [1.58, 2.58, -2.26], [1.73, 4.61, -1.31], [-0.68, 4.45, -0.91], [-1.01, 3.25, -1.91], [1.19, 1.66, -2.13], [2.50, 2.70, -2.69], [-0.89, 0.49, -0.37], [-0.51, 0.43, -1.77], [-1.33, -0.44, -0.02], [0.05, 0.60, 0.16], [-1.48, 1.35, -0.16], [-1.01, -0.18, -2.28]],
  "smiles": "CC1(C)CCCC(C)(C)N1O.CC1(C)CCCC(C)(C)N1O.CC1(C)CCCC(C)(C)N1O.CC1(C)CCCC(C)(C)N1O.CC1(C)CCCC(C)(C)N1O.NC(N)=O.NC(N)=O.NC(N)=O.CO",
  "lumo_energy_ev": 0.2,
  "e_tot_ev": -87427.7596,
  "e_homo_ha": -0.300
}

---

{
  "formula": "C3H7N2Si",
  "method": "ωB97M-V/def2-TZVPD",
  "symbols": ["C", "C", "C", "N", "N", "Si", "H", "H", "H", "H", "H", "H", "H"],
  "positions_angstrom": [[-0.05, -1.24, -1.03], [-0.85, -1.36, 0.14], [1.12, 0.94, -0.78], [0.50, -0.03, -1.41], [-0.66, -0.43, 1.00], [-0.70, 0.94, 2.03], [-0.18, -1.92, -1.81], [-1.48, -2.31, 0.13], [1.16, 2.00, -1.05], [0.40, 0.38, -2.29], [0.61, 0.81, 2.46], [-1.78, 1.92, 2.19], [1.91, 0.30, 0.40]],
  "de_lowest_kcal_mol": 138.4,
  "lumo_energy_ev": [-4.9, -4.9],
  "total_charge": 1,
  "e_tot_ev": -14069.5286,
  "e_homo_ha": [-0.450, -0.450]
}

---

{
  "formula": "C2H6NO2P",
  "method": "ωB97M-V/def2-TZVPD",
  "symbols": ["C", "C", "N", "O", "O", "P", "H", "H", "H", "H", "H", "H"],
  "positions_angstrom": [[-0.57, -1.91, -0.92], [0.69, 1.87, 0.67], [0.27, 0.38, 0.44], [0.16, -0.36, 1.41], [0.19, 0.28, -2.35], [0.63, -0.53, -1.17], [-1.13, -2.02, -1.83], [-0.19, -2.85, -0.51], [-1.20, -1.33, -0.21], [1.76, 2.00, 0.27], [-0.04, 2.38, -0.01], [0.75, 2.17, 1.77]],
  "de_lowest_kcal_mol": 83.9,
  "lumo_energy_ev": [-0.3, -1.7],
  "e_tot_ev": -17042.1281,
  "e_homo_ha": [-0.323, -0.315]
}

---

{
  "formula": "CHClNO2S",
  "method": "ωB97M-V/def2-TZVPD",
  "symbols": ["C", "N", "O", "O", "S", "Cl", "H"],
  "positions_angstrom": [[0.44, -0.58, 0.28], [1.75, 0.03, -1.51], [1.96, 1.46, 0.55], [3.23, -0.63, 0.52], [2.09, 0.14, -0.02], [0.05, -2.23, 0.14], [-0.19, 0.06, -0.08]],
  "de_lowest_kcal_mol": 103.8,
  "lumo_energy_ev": [3.4, 3.5],
  "total_charge": -1,
  "e_tot_ev": -29993.1501,
  "e_homo_ha": [-0.158, -0.148]
}

---

{
  "formula": "C6H15NO3Si",
  "method": "ωB97M-V/def2-TZVPD",
  "symbols": ["C", "C", "Si", "C", "C", "C", "C", "O", "N", "O", "O", "H", "H", "H", "H", "H", "H", "H", "H", "H", "H", "H", "H", "H", "H", "H"],
  "positions_angstrom": [[1.68, 1.80, -0.52], [0.26, 1.48, -0.94], [-0.24, -0.20, -0.22], [-0.31, -0.38, 1.73], [-0.80, 0.92, 2.39], [0.74, -1.73, -0.63], [1.47, -1.70, -2.01], [-1.84, -0.68, -0.61], [-3.05, -0.43, -0.02], [-3.42, -1.24, 0.76], [-3.59, 0.60, -0.35], [2.10, 2.57, -1.21], [1.57, 2.33, 0.42], [2.35, 0.85, -0.38], [0.22, 1.68, -2.07], [-0.38, 2.20, -0.34], [-1.04, -1.17, 1.87], [0.74, -0.77, 1.94], [-0.70, 0.72, 3.43], [-0.25, 1.87, 1.95], [-1.80, 1.08, 2.06], [1.50, -1.91, 0.09], [0.09, -2.59, -0.56], [2.37, -1.23, -1.77], [1.71, -2.77, -2.38], [0.64, -1.31, -2.63]],
  "smiles": "CC[Si](CC)(CC)O[N+](=O)[O-]",
  "de_lowest_kcal_mol": 132.1,
  "lumo_energy_ev": 0.6,
  "e_tot_ev": -21971.6293,
  "e_homo_ha": -0.361
}

---

{
  "formula": "C37H44BaN9O9PS4Te",
  "method": "ωB97M-V/def2-TZVPD",
  "symbols": ["Ba", "C", "N", "C", "C", "C", "C", "C", "C", "N", "C", "C", "C", "C", "C", "C", "N", "C", "C", "C", "C", "C", "N", "H", "H", "H", "H", "H", "H", "H", "H", "H", "H", "H", "H", "H", "H", "H", "H", "H", "H", "O", "S", "O", "O", "O", "N", "C", "C", "C", "C", "C", "C", "S", "O", "O", "N", "C", "S", "C", "C", "N", "H", "H", "H", "H", "H", "H", "H", "H", "C", "C", "C", "C", "N", "C", "S", "N", "C", "H", "H", "H", "H", "H", "H", "H", "H", "C", "C", "O", "P", "O", "Te", "O", "C", "C", "H", "H", "H", "H", "H", "H", "H", "H", "H", "H"],
  "positions_angstrom": [[0.34, -0.09, 1.13], [3.34, -0.12, -2.14], [2.36, -1.17, -1.92], [3.00, -2.39, -1.44], [3.61, -2.25, -0.06], [4.52, -3.21, 0.37], [4.99, -3.14, 1.67], [4.56, -2.10, 2.49], [3.68, -1.17, 1.96], [3.21, -1.25, 0.71], [1.51, -1.40, -3.07], [0.15, -0.70, -3.04], [-0.84, -1.17, -3.90], [-2.10, -0.60, -3.84], [-2.32, 0.44, -2.95], [-1.27, 0.84, -2.15], [-0.06, 0.28, -2.17], [2.84, 1.29, -1.93], [2.92, 2.22, -2.95], [2.55, 3.54, -2.69], [2.13, 3.86, -1.42], [2.08, 2.86, -0.46], [2.41, 1.60, -0.70], [3.77, -0.19, -3.15], [4.16, -0.26, -1.43], [3.77, -2.76, -2.14], [2.24, -3.17, -1.38], [4.83, -4.00, -0.30], [5.67, -3.89, 2.05], [4.85, -2.03, 3.52], [3.31, -0.36, 2.58], [1.30, -2.47, -3.15], [2.02, -1.12, -4.01], [-0.63, -2.00, -4.57], [-2.90, -0.99, -4.46], [-3.29, 0.90, -2.85], [-1.41, 1.66, -1.45], [3.27, 1.92, -3.93], [2.58, 4.28, -3.47], [1.82, 4.87, -1.16], [1.74, 3.07, 0.55], [1.82, -1.17, 4.32], [0.64, -1.81, 3.71], [0.15, -2.94, 4.48], [1.00, -2.21, 2.29], [-0.43, -0.76, 3.50], [-5.38, -1.26, -6.78], [-5.32, -1.60, -5.42], [-5.69, -0.67, -4.44], [-5.66, -1.01, -3.10], [-5.27, -2.29, -2.71], [-4.91, -3.22, -3.67], [-4.94, -2.88, -5.02], [-5.22, -2.69, -0.97], [-5.22, -4.14, -0.93], [-6.36, -2.01, -0.40], [-3.91, -2.02, -0.42], [-2.69, -2.57, -0.63], [-2.41, -4.26, -1.08], [-0.72, -3.95, -1.15], [-0.48, -2.66, -0.83], [-1.58, -1.88, -0.52], [-5.25, -0.27, -6.95], [-4.74, -1.79, -7.35], [-6.00, 0.33, -4.74], [-5.94, -0.29, -2.35], [-4.62, -4.21, -3.36], [-4.66, -3.61, -5.77], [0.00, -4.71, -1.41], [0.48, -2.17, -0.87], [-2.45, 1.21, 4.48], [-2.76, 1.54, 3.07], [-3.90, 1.13, 2.42], [-4.08, 1.50, 1.08], [-3.21, 2.26, 0.43], [-2.10, 2.68, 1.05], [-0.96, 3.65, 0.28], [-1.88, 2.28, 2.35], [-5.27, 1.03, 0.33], [-3.35, 0.84, 4.97], [-2.05, 2.07, 5.00], [-1.68, 0.43, 4.50], [-4.62, 0.51, 2.93], [-1.00, 2.59, 2.79], [-6.15, 0.97, 0.97], [-5.07, 0.01, -0.03], [-5.46, 1.68, -0.52], [4.88, 0.51, 5.73], [3.47, 1.06, 5.64], [3.28, 1.51, 4.29], [2.06, 2.46, 3.83], [1.48, 1.82, 2.61], [0.68, 3.22, 5.60], [2.87, 3.80, 3.41], [3.90, 3.70, 2.44], [3.91, 4.99, 1.64], [5.06, 0.13, 6.74], [5.61, 1.29, 5.52], [5.03, -0.30, 5.02], [3.33, 1.89, 6.33], [2.73, 0.29, 5.84], [3.74, 2.83, 1.79], [4.86, 3.56, 2.94], [2.94, 5.13, 1.14], [4.70, 4.99, 0.89], [4.06, 5.84, 2.31]],
  "de_lowest_kcal_mol": 20.3,
  "lumo_energy_ev": 3.5,
  "total_charge": -2,
  "e_tot_ev": -131548.6843,
  "e_homo_ha": -0.092
}

---

- Which formula does entry 2 have?
  C22H19BrO8

---

- What is the formula in the first record?
  C33H43N6PPbS3